A 3-piece molecular cluster, C16H27F4N2O10PS2 overall, computed with ωB97M-V/def2-TZVPD.

Output
Electronic energy: -3024.60098 a.u.
Total charge: 0
Relative energy (zero: lowest compared OMol25 entry of this formula, charge and spin): 6.4628 eV
SMILES string: N=P(O)(O)C1=C(CCN)C(=O)C=C(C(F)(F)C(F)F)C1=O.CCOS(C)(=O)=O.CCOS(C)(=O)=O
Multiplicity: 1
Highest occupied orbital energy: -9.56 eV

Atoms and positions in Å:
N  -4.8828  6.3143  0.0618
P  -3.9345  5.5020  1.1163
O  -2.4918  6.4567  1.5176
O  -4.7425  5.2277  2.6720
C  -3.3954  3.8222  0.2968
C  -4.3770  2.7098  0.0410
C  -5.9971  2.8040  0.4210
C  -6.7419  3.2116  -1.0201
N  -7.9446  4.1100  -0.8339
C  -3.7875  1.3394  -0.7052
O  -4.6165  0.6614  -1.5081
C  -2.1892  0.9146  -0.4540
C  -1.1770  2.0211  -0.2203
C  0.4234  1.7346  -0.0100
F  1.1088  2.1320  -1.2953
F  0.6683  0.2824  0.1966
C  1.1177  2.5398  1.2378
F  1.2908  4.0120  0.9938
F  0.4666  2.2387  2.5408
C  -1.8200  3.5561  -0.1970
O  -1.1583  4.6536  -0.5998
H  -5.0345  5.7674  -0.8147
H  -1.9281  5.7981  2.0479
H  -4.1538  4.5741  3.1795
H  -6.2247  3.6013  1.2607
H  -6.4199  1.7700  0.8406
H  -5.9187  3.8497  -1.6033
H  -6.9659  2.2023  -1.5819
H  -7.7425  4.9564  -1.4448
H  -8.7540  3.6265  -1.3280
H  -1.8510  -0.2303  -0.4576
H  2.2293  2.1144  1.3282
C  1.8310  -0.7691  2.9790
C  3.0251  -1.2621  2.1809
O  3.6302  -2.3951  2.7912
S  2.8641  -3.8319  2.6987
C  4.1847  -4.8429  3.3164
O  2.6422  -4.1564  1.3068
O  1.7921  -3.8525  3.6721
H  1.0252  -1.5059  2.9817
H  1.4349  0.1572  2.5528
H  2.1112  -0.5913  4.0217
H  2.7445  -1.4868  1.1460
H  3.7810  -0.4727  2.1463
H  5.0178  -4.8134  2.6121
H  3.8069  -5.8640  3.4083
H  4.4872  -4.4714  4.2971
C  2.9674  -5.2839  -1.6132
C  2.7350  -4.8379  -3.0460
O  3.6542  -3.8245  -3.4338
S  5.2026  -4.2467  -3.7238
C  5.7353  -2.7120  -4.4369
O  5.2264  -5.2681  -4.7477
O  5.8857  -4.4127  -2.4578
H  3.9358  -5.7763  -1.5039
H  2.1956  -5.9916  -1.2969
H  2.9626  -4.4241  -0.9363
H  2.7834  -5.6861  -3.7378
H  1.7316  -4.4112  -3.1281
H  5.2056  -2.5511  -5.3773
H  6.8101  -2.7853  -4.6193
H  5.5349  -1.9041  -3.7309

Atomic partial charges in e from the natural (NBO) method, atoms 1 to 6: -1.236, 2.044, -0.897, -0.925, -0.461, 0.034